Entry 1:
67
Properties=species:S:1:pos:R:3:mulliken_spin:R:1 method="wB97M-V/def2-TZVPD" homo_lumo_gap_ev="5.857 / 5.860" total_energy_ev=-83682.8851 multiplicity=2 s_squared=0.764 total_charge=0 max_force_ha_per_bohr=0.05544 lumo_ev="-2.0 / -1.8"
O -2.41 -0.15 -0.44 0.00
S -0.74 -2.61 0.27 0.00
H 2.21 3.86 -2.25 0.00
S -1.21 -0.22 4.63 0.01
H 0.53 7.79 -2.12 0.00
H -1.70 0.40 -3.55 0.00
Re -0.34 -0.01 0.04 0.92
C 0.50 4.09 -1.01 0.00
H -1.34 -2.12 -2.51 0.00
H 4.64 3.65 -5.62 0.00
H -1.38 -3.70 -3.11 0.00
C 3.10 -0.27 -3.90 0.00
C 4.15 -1.69 0.79 0.01
H 5.17 -3.32 1.75 0.00
C -2.75 0.28 -1.58 0.01
N 1.63 0.80 -0.14 0.00
C -1.52 0.68 -2.51 0.00
C -0.49 4.97 -0.54 0.00
C 4.23 -2.80 1.60 0.00
N -0.88 -4.87 -0.92 0.00
H -0.67 -5.14 0.03 0.00
C 2.92 -1.04 0.66 -0.01
C 1.47 4.56 -1.90 0.00
C 2.57 2.35 -4.63 0.00
N 1.82 -1.48 1.27 0.04
O -0.14 -1.33 -4.05 0.00
H 3.10 -4.11 2.88 0.00
C -0.45 6.31 -0.94 0.00
H -1.48 1.78 -2.43 0.01
C -1.01 -3.56 -1.12 0.00
H -1.46 3.64 0.44 0.00
N -1.42 -3.10 -2.30 0.00
C 3.83 1.80 -4.89 0.00
H -1.99 -6.02 -2.31 0.00
C 1.86 0.29 -3.65 0.00
H 5.02 -1.31 0.28 0.00
C 4.89 2.59 -5.59 0.00
O -1.48 4.61 0.29 0.00
C 0.53 2.69 -0.57 -0.02
N 1.66 2.03 -0.66 0.00
H 5.85 2.46 -5.09 0.00
O -3.86 0.42 -2.02 0.00
C 4.08 0.49 -4.51 0.00
C 2.78 0.19 -0.06 0.03
H -0.29 -5.71 -2.74 0.00
H -1.19 6.98 -0.53 0.00
C 1.59 1.60 -4.02 0.00
H -0.68 -6.85 -1.45 0.00
N -0.34 0.09 -1.98 -0.01
O -0.52 2.15 -0.07 -0.02
H 5.00 2.23 -6.61 0.00
C -0.97 -5.91 -1.91 0.00
O 1.31 -1.73 -2.10 0.00
C 1.90 -2.55 2.04 0.00
C -0.88 -0.09 3.09 0.03
C 3.08 -3.25 2.24 0.01
H 3.27 -1.30 -3.62 0.00
H 2.36 3.37 -4.93 0.00
C 1.48 5.87 -2.31 0.00
H 2.22 6.22 -3.01 0.00
H 5.05 0.06 -4.72 0.00
N -0.58 -0.02 1.95 -0.04
H 0.98 -2.86 2.51 0.00
S 0.62 -0.78 -2.94 0.01
H 3.65 0.68 -0.50 0.00
H 0.61 2.01 -3.84 0.00
C 0.52 6.76 -1.81 0.00

---

Entry 2:
64
Properties=species:S:1:pos:R:3:lowdin_charge:R:1 method="wB97M-V/def2-TZVPD" homo_lumo_gap_ev=6.882 total_energy_ev=-237567.8807 total_charge=-1 max_force_ha_per_bohr=0.00266 lumo_ev=1.4
C -0.25 -3.57 -4.11 -0.09
C -0.80 0.56 2.88 -0.31
S -3.39 -1.31 6.15 0.39
As -1.21 -1.29 -0.06 1.15
C 3.05 4.37 -0.79 -0.02
H -0.86 -5.36 -3.09 0.10
H 2.36 0.07 -3.02 0.03
H -0.68 -2.09 2.25 0.03
C 1.74 4.73 -0.75 -0.04
I -2.51 2.23 -0.63 0.23
C 2.57 0.67 -0.35 -0.42
H -0.03 -4.08 -5.04 0.10
H -1.37 -4.20 -0.98 0.10
H -2.62 0.81 1.79 -0.01
H -2.35 0.86 -3.62 0.00
C -0.22 0.17 4.07 -0.04
As -0.11 0.38 -2.60 1.13
H 3.83 5.11 -0.92 0.09
C -2.36 -0.52 4.90 -0.25
C 3.40 3.00 -0.67 -0.18
C -0.72 -4.29 -3.01 -0.08
H 0.65 -2.47 1.12 0.03
H -1.21 2.14 -4.02 0.02
H -0.31 3.99 -0.56 0.02
N 1.04 2.46 -0.47 0.01
H 0.40 1.95 1.98 0.11
C -0.82 -2.26 -1.72 -0.37
C 0.75 3.74 -0.59 -0.13
C 4.72 2.49 -0.71 -0.62
H 1.44 5.76 -0.83 0.11
C -2.17 0.46 2.71 -0.09
H -3.29 -2.72 -0.14 0.03
C -0.43 -2.47 1.26 -0.23
C -2.95 -0.08 3.72 -0.05
C 3.90 0.25 -0.41 -0.60
H 1.85 1.70 -3.49 0.03
H -3.39 -1.51 1.15 0.02
H -0.56 -0.72 6.01 0.11
H -0.81 -3.49 1.17 0.03
C -0.07 -2.20 -4.01 -0.11
H -3.66 -1.02 -0.53 0.01
O -4.43 -0.34 6.43 -0.36
Cl 4.24 -1.44 -0.26 0.69
C -3.10 -1.68 0.12 -0.25
H 1.52 0.33 -4.57 0.02
C -1.00 -0.38 5.08 -0.05
O 1.56 -0.11 -0.19 -0.22
C 1.59 0.65 -3.52 -0.25
C 2.35 2.08 -0.50 -0.14
H 5.97 0.77 -0.62 0.10
H -4.02 -0.17 3.61 0.12
H 0.29 -1.65 -4.87 0.09
H 0.86 0.26 4.20 0.11
C -1.00 -3.63 -1.83 -0.10
Fe -0.19 0.85 -0.28 -0.29
C -1.33 1.06 -3.95 -0.31
H 0.89 0.42 1.80 0.09
O -2.47 -1.56 7.26 -0.38
Cl 6.07 3.58 -0.92 0.67
O -3.86 -2.51 5.48 -0.37
C 4.95 1.15 -0.58 -0.13
H -1.14 0.59 -4.91 0.02
N 0.06 1.01 1.78 0.03
C -0.35 -1.54 -2.82 -0.37